No. 1
Formula: C5H19NO5S
Source: the OMol25 dataset
Level of theory: the ωB97M-V functional and the def2-TZVPD basis

```
! RIJCOSX wB97M-V def2-TZVPD def2/J DEFGRID3
* xyz 0 1
C 0.330 0.328 -1.365
C 0.745 1.637 -0.619
C -0.357 2.630 -0.414
S -0.991 3.420 -1.897
C -0.385 -0.542 -0.459
N 0.030 -1.741 -0.033
C 1.302 -2.433 -0.264
O -1.631 -0.431 -0.258
H -0.262 0.566 -2.312
H 1.242 -0.242 -1.549
H 1.269 1.599 0.382
H 1.722 1.993 -1.140
H -1.219 2.205 0.254
H -0.017 3.376 0.350
H -2.070 2.544 -2.032
H -0.586 -2.368 0.660
H 1.055 -3.227 -0.978
H 1.979 -1.698 -0.650
H 1.651 -2.985 0.576
H -2.921 -0.934 2.704
H -2.028 -0.572 1.303
O -2.069 -0.923 2.261
H 3.218 0.451 1.602
H 4.128 0.579 0.377
O 3.237 0.701 0.662
H -2.016 -1.424 -2.877
H -2.427 -0.218 -2.030
O -2.321 -0.517 -2.897
H -0.571 -0.995 2.987
H -0.177 0.016 4.000
O 0.139 -0.794 3.655
*
```

Values from the calculation:
HOMO in eV: -9.0
Kohn-Sham gap in eV: 9.30
SMILES string: CNC(=O)CCCS.O.O.O.O
Energy in hartree: -1031.0017
Energy relative to the best compared isomer or geometry (same formula, charge and spin) in eV: 2.555



No. 2
Formula: ArH20NeO10
Source: the OMol25 dataset
Level of theory: the ωB97M-V functional and the def2-TZVPD basis

```
! RIJCOSX wB97M-V def2-TZVPD def2/J DEFGRID3
* xyz 0 1
Ne 4.453 8.772 -9.505
Ar 4.601 9.750 -6.534
O 3.833 7.431 -12.690
H 3.396 6.594 -12.844
H 4.460 7.250 -11.990
O 1.442 10.043 -7.330
H 1.782 10.707 -7.930
H 0.557 10.342 -7.119
O 5.296 10.099 -13.623
H 4.840 9.518 -13.014
H 5.182 9.686 -14.479
O 6.266 11.868 -10.433
H 6.269 12.683 -9.930
H 6.903 11.309 -9.989
O 3.268 5.609 -7.306
H 2.533 6.155 -7.586
H 2.941 5.143 -6.537
O 6.145 6.958 -11.002
H 6.719 6.238 -10.739
H 6.317 7.648 -10.362
O 3.469 12.071 -11.530
H 4.396 11.834 -11.568
H 3.272 12.119 -10.595
O 4.808 4.382 -9.417
H 5.003 5.179 -9.910
H 4.375 4.691 -8.622
O 1.018 7.424 -7.955
H 1.402 8.219 -7.585
H 0.190 7.712 -8.338
O 6.966 7.653 -8.298
H 6.585 7.518 -7.430
H 7.911 7.655 -8.147
*
```

Values from the calculation:
HOMO in eV: -10.6
Kohn-Sham gap in eV: 10.49
Energy in hartree: -1420.8434
Energy relative to the best compared isomer or geometry (same formula, charge and spin) in eV: 0.198



No. 3
Formula: C8H16Cl2OY
Source: the OMol25 dataset
Level of theory: the ωB97M-V functional and the def2-TZVPD basis

```
! RIJCOSX wB97M-V def2-TZVPD def2/J DEFGRID3
* xyz -1 1
Y 0.328 -1.985 -1.238
Cl 0.319 -0.153 -3.012
Cl -1.278 -3.794 -1.095
C -1.272 0.876 1.655
H -2.314 1.197 1.381
H -0.793 -0.003 0.961
C 0.882 2.474 0.907
C -0.457 2.206 1.521
H 1.667 1.808 1.252
C -1.310 3.678 1.163
H -0.385 2.371 2.580
C -1.313 3.767 -0.357
H -2.278 3.430 1.546
H -1.077 4.679 1.534
C 0.068 3.977 -0.932
H -1.790 2.836 -0.760
H -2.008 4.557 -0.685
C 1.055 2.926 -0.481
H 0.009 4.078 -2.000
H 0.394 4.891 -0.615
H 1.005 2.087 -1.189
H 2.062 3.279 -0.694
C 2.529 -1.660 1.201
O 1.612 -1.701 0.203
H 3.285 -0.899 1.042
H 3.085 -2.573 1.380
H 2.107 -1.418 2.144
H -1.142 0.522 2.769
*
```

Values from the calculation:
HOMO (alpha / beta) in eV: -4.9 / -1.2
Kohn-Sham gap (alpha / beta) in eV: 8.01 / 4.21
Energy in hartree: -1348.4286



No. 4
Formula: CF2N4
Source: the OMol25 dataset
Level of theory: the ωB97M-V functional and the def2-TZVPD basis

```
! RIJCOSX wB97M-V def2-TZVPD def2/J DEFGRID3
* xyz 0 1
C 1.220 1.674 0.304
N 0.361 1.552 1.038
N 0.366 -2.241 0.101
N -0.531 -1.583 -0.055
N -1.542 -0.963 0.091
F 2.173 1.797 -0.515
F -2.047 -0.236 -0.965
*
```

Values from the calculation:
HOMO in eV: -10.3
Kohn-Sham gap in eV: 9.88
Energy in hartree: -456.6510
Energy relative to the best compared isomer or geometry (same formula, charge and spin) in eV: 0.806